[1]
{
  "formula": "C8H11N2O3",
  "method": "wB97M-V/def2-TZVPD",
  "elements": ["C", "N", "C", "C", "C", "O", "C", "O", "C", "C", "C", "N", "O", "H", "H", "H", "H", "H", "H", "H", "H", "H", "H", "H"],
  "xyz": [[-0.91046, 1.70108, 1.81351], [-1.16216, 1.33042, 0.67310], [-1.28369, 0.71156, -0.43861], [-0.99527, 1.31434, -1.74580], [-2.09057, -0.61782, -0.51150], [-3.01804, -0.45180, -1.24751], [-1.77937, -1.78095, 0.30647], [-0.66218, -1.67980, 1.20099], [0.45173, -1.23385, 0.54179], [1.64422, -0.83514, 0.98711], [2.36734, -0.06333, -0.12444], [3.71759, -0.08193, -0.13885], [1.73186, 0.53939, -0.92528], [-1.48168, 2.50994, 2.23610], [0.04393, 1.27854, 2.18166], [-0.50105, 0.72103, -2.49207], [-0.45210, 2.34130, -1.74141], [-1.95669, 1.47582, -2.22852], [-2.65008, -1.86441, 0.87048], [-1.66433, -2.70060, -0.26178], [0.17346, -1.23089, -0.52514], [2.06818, -0.89170, 2.04372], [4.11855, -0.80408, 0.47338], [4.29083, 0.31287, -0.94740]],
  "nbo_charge": [0.073, -0.260, 0.375, -0.698, 0.514, -0.424, -0.197, -0.477, 0.180, -0.423, 0.661, -0.810, -0.643, 0.245, 0.241, 0.288, 0.273, 0.291, 0.261, 0.254, 0.178, 0.260, 0.402, 0.435],
  "smiles": "C=[N+]=C(C)C(=O)CO/C=C/C(N)=O",
  "gap_ev": 8.3,
  "de_lowest_ev": 2.850,
  "total_energy_ha": -646.31658,
  "charge": 1,
  "homo_energy_ev": -13.1,
  "max_force_ev_per_a": 3.8,
  "molar_mass_da": 183.19
}


[2]
{
  "formula": "C8H11N2S",
  "method": "wB97M-V/def2-TZVPD",
  "elements": ["C", "C", "C", "C", "C", "C", "C", "S", "N", "C", "N", "H", "H", "H", "H", "H", "H", "H", "H", "H", "H", "H"],
  "xyz": [[1.13322, -2.65428, -0.35352], [0.32384, -1.66304, 0.00442], [0.33702, -1.13627, 1.39830], [-0.50329, -0.16432, 1.80133], [-1.61660, 0.19998, 0.94349], [-1.76416, -0.25015, -0.31235], [-0.72734, -1.12606, -0.91321], [-0.04667, -0.02079, -2.35306], [0.09740, 1.49842, -1.46127], [1.17073, 1.76212, -0.70360], [1.02369, 2.68386, 0.23508], [1.88358, -2.85110, 0.38350], [1.19118, -3.16794, -1.30795], [1.07184, -1.69480, 1.99969], [-0.51244, 0.32346, 2.83473], [-2.41285, 0.83216, 1.34101], [-2.73870, 0.07603, -0.83080], [-1.26976, -1.80475, -1.65010], [-0.75525, 2.05464, -1.46348], [2.14749, 1.43228, -0.98823], [1.84627, 2.68768, 0.76053], [0.12082, 2.98286, 0.63548]],
  "nbo_charge": [-0.284, -0.116, -0.165, -0.261, -0.243, -0.214, -0.350, 0.400, -0.680, 0.406, -0.699, 0.205, 0.224, 0.232, 0.240, 0.230, 0.249, 0.274, 0.437, 0.250, 0.421, 0.443],
  "smiles": "C=C1C=CC=C[C@H]1S/[NH+]=C/N",
  "gap_ev": 7.6,
  "de_lowest_ev": 0.668,
  "total_energy_ha": -818.81544,
  "charge": 1,
  "homo_energy_ev": -11.7,
  "max_force_ev_per_a": 4.5,
  "molar_mass_da": 167.26
}


[3]
{
  "formula": "C8H11N3",
  "method": "wB97M-V/def2-TZVPD",
  "elements": ["C", "C", "C", "C", "C", "C", "C", "C", "N", "N", "N", "H", "H", "H", "H", "H", "H", "H", "H", "H", "H", "H"],
  "xyz": [[-1.37334, 0.49152, -2.55499], [-0.40695, 1.62137, -2.55283], [-1.36898, -0.32017, -1.46730], [0.46302, 1.76521, -1.51040], [-0.51888, -0.11304, -0.23593], [0.55221, 0.90705, -0.38396], [1.99904, 0.32031, 1.49380], [-0.61349, -1.03987, 0.72282], [1.56305, 1.11827, 0.48437], [2.89701, 0.72570, 2.34380], [-1.56500, -2.16713, 0.77104], [-1.96636, 0.44083, -3.51675], [-0.58696, 2.33076, -3.32449], [-2.18419, -0.98461, -1.43971], [1.24356, 2.53863, -1.45324], [-0.01100, -0.92164, 1.60628], [2.13316, 1.87579, 0.21859], [3.15637, 0.07117, 2.99761], [3.27878, 1.65738, 2.45783], [-1.15227, -2.61645, 1.58533], [-1.48697, -2.91524, 0.09892], [-2.51218, -1.74567, 0.72106]],
  "nbo_charge": [-0.167, 0.012, -0.187, -0.282, -0.102, 0.389, 0.199, 0.087, -0.526, -0.671, -0.720, 0.285, 0.264, 0.218, 0.249, 0.274, 0.407, 0.425, 0.406, 0.482, 0.469, 0.489],
  "gap_ev": [6.2, 6.2],
  "de_lowest_ev": 1.339,
  "total_energy_ha": -474.95683,
  "charge": 2,
  "homo_energy_ev": [-16.2, -16.2],
  "max_force_ev_per_a": 3.3,
  "molar_mass_da": 149.20
}


[4]
{
  "formula": "C8H11N3O3",
  "method": "wB97M-V/def2-TZVPD",
  "elements": ["H", "N", "C", "O", "C", "C", "C", "O", "C", "N", "C", "N", "O", "H", "H", "H", "H", "H", "H", "H", "H", "C", "C", "H", "H"],
  "xyz": [[3.24443, -2.72554, 0.09901], [2.54218, -2.00948, 0.43735], [1.58718, -1.78704, -0.26332], [0.74533, -2.03693, -1.27115], [0.26641, -1.13035, -0.31949], [-0.88999, -1.59874, 0.51178], [-1.99461, -0.61034, 0.13146], [-2.92786, -0.95077, -0.85371], [-1.22439, 0.66429, -0.22976], [0.07654, 0.27285, -0.66156], [0.98414, 1.11961, -1.26033], [0.69483, 2.43950, -1.32071], [2.04866, 0.65182, -1.60117], [-0.53805, -1.46424, 1.58760], [-1.08694, -2.62605, 0.33018], [-2.79834, -0.29542, 0.84194], [-2.74737, -0.81444, -1.77178], [-1.83475, 1.28573, -0.83171], [-1.12560, 1.27653, 0.59576], [0.10717, 2.86935, -0.69547], [1.56595, 2.91024, -1.50913], [0.65127, 1.63455, 2.28565], [0.99403, 0.57023, 1.83380], [-0.00139, 2.46078, 2.58846], [1.66119, -0.10613, 1.34627]],
  "nbo_charge": [0.371, -0.687, 0.588, -0.451, 0.317, -0.478, 0.101, -0.732, -0.255, -0.464, 0.800, -0.827, -0.646, 0.254, 0.251, 0.206, 0.477, 0.208, 0.196, 0.386, 0.409, -0.272, -0.246, 0.239, 0.256],
  "smiles": "[H]/N=C1\\O[C@@]12C[C@H](O)CN2C(N)=O.C#C",
  "gap_ev": 9.8,
  "de_lowest_ev": 3.586,
  "total_energy_ha": -701.27053,
  "charge": 0,
  "homo_energy_ev": -9.2,
  "max_force_ev_per_a": 4.8,
  "molar_mass_da": 197.19
}


[5]
{
  "formula": "C8H11N3O6P4S",
  "method": "wB97M-V/def2-TZVPD",
  "elements": ["N", "C", "C", "P", "N", "O", "C", "C", "P", "P", "O", "O", "O", "C", "C", "C", "O", "N", "P", "S", "C", "O", "H", "H", "H", "H", "H", "H", "H", "H", "H", "H", "H"],
  "xyz": [[1.60575, -2.57367, -0.68596], [1.00978, -1.31514, -0.62015], [0.45307, -0.65644, -1.73170], [0.43758, -1.20702, -3.50327], [0.53815, -2.90700, -3.52134], [-1.19574, -1.09569, -3.70069], [-0.09100, 0.61494, -1.55953], [-0.12306, 1.30978, -0.34853], [-0.84113, 2.97813, -0.17856], [-2.90390, 2.41265, 0.27579], [-3.36198, 2.89260, 1.58679], [-3.72823, 2.95780, -0.98015], [-2.99452, 0.81142, 0.16029], [0.44904, 0.65073, 0.72102], [0.99437, -0.61719, 0.58576], [1.50754, -1.07225, 1.89076], [2.01788, -2.12702, 2.17515], [1.27727, -0.01415, 2.82149], [2.45698, 0.29682, 4.03279], [2.36298, -0.62844, 5.71141], [0.61304, 1.06072, 2.14115], [0.25358, 2.07465, 2.67925], [1.00667, -3.25825, -1.12225], [1.86439, -2.90320, 0.23810], [1.43626, -3.25054, -3.19830], [-0.20958, -3.36086, -3.00507], [-1.39759, -0.68630, -4.54833], [-0.50857, 1.11141, -2.42979], [-0.98670, 3.24942, -1.55374], [-4.65770, 3.07386, -0.73314], [-3.25231, 0.46012, 1.02416], [3.61975, 0.03098, 3.29973], [2.34794, 1.68713, 4.07684]],
  "nbo_charge": [-0.818, 0.311, -0.420, 1.250, -1.158, -0.975, -0.136, -0.319, 0.260, 2.069, -1.089, -0.989, -0.996, -0.042, -0.241, 0.690, -0.546, -0.793, 1.032, -0.509, 0.678, -0.506, 0.377, 0.409, 0.391, 0.377, 0.501, 0.221, -0.004, 0.513, 0.518, -0.042, -0.012],
  "smiles": "Nc1c(P(N)O)cc(PP(=O)(O)O)c2c1C(=O)N([PH2]=S)C2=O",
  "gap_ev": 8.0,
  "total_energy_ha": -2690.95373,
  "charge": 0,
  "homo_energy_ev": -9.1,
  "max_force_ev_per_a": 1.0,
  "molar_mass_da": 401.15
}


[6]
{
  "formula": "C8H11NNiO5",
  "method": "wB97M-V/def2-TZVPD",
  "elements": ["Ni", "C", "O", "C", "O", "C", "O", "C", "O", "H", "H", "C", "N", "C", "C", "C", "O", "H", "H", "H", "H", "H", "H", "H", "H", "H"],
  "xyz": [[0.08054, -2.06306, 0.52053], [-1.50289, -1.51036, 1.17185], [-2.54248, -1.10802, 1.48338], [-0.16671, -3.56335, 1.48766], [-0.31845, -4.67638, 1.75511], [1.26636, -2.12778, 1.90342], [1.99707, -2.03789, 2.79928], [-0.61611, -2.86759, -1.10145], [-1.08119, -2.87949, -2.13535], [2.34311, -2.56765, -0.85400], [2.29355, -3.26644, -0.57883], [-0.28697, 3.37545, -0.63191], [-0.17006, 1.91844, -0.89275], [-0.12803, 1.47301, -2.26466], [-0.01194, 1.00718, 0.07025], [0.02762, 1.34910, 1.53209], [0.06110, -0.19765, -0.32570], [-0.34925, 3.89228, -1.60544], [0.58715, 3.80627, -0.08696], [-1.18975, 3.65406, -0.03485], [0.80373, 0.97559, -2.52870], [-0.92849, 0.78512, -2.52934], [-0.21811, 2.37648, -2.85170], [-0.78976, 0.82805, 2.04559], [0.96653, 0.99931, 1.99482], [-0.12657, 2.42534, 1.65766]],
  "nbo_charge": [0.946, 0.504, -0.305, 0.435, -0.260, 0.450, -0.259, 0.497, -0.266, 0.022, 0.013, -0.441, -0.327, -0.419, 0.705, -0.708, -0.771, 0.251, 0.239, 0.238, 0.229, 0.224, 0.238, 0.236, 0.258, 0.274],
  "multiplicity": 3,
  "gap_ev": [7.7, 5.9],
  "de_lowest_ev": 0.000,
  "total_energy_ha": -2249.93065,
  "charge": 2,
  "homo_energy_ev": [-17.1, -17.0],
  "max_force_ev_per_a": 10.2,
  "molar_mass_da": 259.87
}


[7]
{
  "formula": "C8H11NO",
  "method": "wB97M-V/def2-TZVPD",
  "elements": ["C", "C", "C", "C", "C", "C", "N", "O", "C", "C", "H", "H", "H", "H", "H", "H", "H", "H", "H", "H", "H"],
  "xyz": [[2.51915, -2.17699, -0.58823], [1.30735, -1.67704, 0.17759], [-0.01149, -1.69138, -0.64173], [-1.07830, -1.18917, 0.35682], [-0.34716, 0.14120, 0.29559], [-0.81463, 1.46225, 0.76735], [-1.32555, 2.31688, -0.14169], [-1.18083, 1.64754, 1.94208], [0.27827, -0.19777, -1.04351], [1.16118, -0.15915, 0.16236], [2.51495, -1.79977, -1.62217], [3.45279, -1.84626, -0.11023], [2.52675, -3.27592, -0.62426], [1.24919, -2.16532, 1.16470], [-0.22430, -2.51140, -1.33582], [-2.07078, -1.10678, -0.10457], [-1.15169, -1.71119, 1.32274], [-0.69984, 2.67880, -0.84849], [-2.13779, 2.84206, 0.32054], [0.27115, 0.36227, -1.97720], [1.90103, 0.59594, 0.43356]],
  "nbo_charge": [-0.606, -0.199, -0.200, -0.357, -0.142, 0.656, -0.843, -0.598, -0.242, -0.201, 0.206, 0.211, 0.211, 0.196, 0.218, 0.213, 0.205, 0.396, 0.420, 0.230, 0.227],
  "smiles": "C[C@@H]1[C@H]2C[C@]3(C(N)=O)[C@H]2[C@H]13",
  "gap_ev": 10.1,
  "de_lowest_ev": 2.946,
  "total_energy_ha": -441.33932,
  "charge": 0,
  "homo_energy_ev": -9.3,
  "max_force_ev_per_a": 3.9,
  "molar_mass_da": 137.18
}


[8]
{
  "formula": "C8H11O2P",
  "method": "wB97M-V/def2-TZVPD",
  "elements": ["C", "C", "C", "C", "C", "C", "C", "H", "H", "H", "H", "H", "H", "H", "H", "C", "O", "P", "O", "H", "H", "H"],
  "xyz": [[0.94852, 0.01679, 3.06008], [0.85730, 0.41046, 1.95193], [0.84776, 0.97486, 0.66868], [0.90065, 2.31720, 0.54964], [0.41616, 0.30344, -0.58527], [0.52792, -0.99981, -0.93255], [1.29828, -1.94115, -0.00393], [0.79382, -0.38840, 4.02052], [0.77922, 2.88178, -0.31262], [1.40303, 2.84434, 1.43578], [-0.15996, 0.97283, -1.20944], [0.25597, -1.30237, -1.97217], [1.72685, -2.73128, -0.56640], [0.57659, -2.26691, 0.68880], [2.17078, -1.47228, 0.61681], [-3.24097, 0.60919, -1.48557], [-2.63870, -0.03298, -0.26871], [-1.92739, -1.44278, -0.46014], [-2.31656, -1.96996, -1.77266], [-4.35912, 0.82330, -1.18871], [-3.22519, -0.13054, -2.30945], [-2.59978, 1.43119, -1.68574]],
  "nbo_charge": [-0.181, -0.045, -0.156, -0.281, -0.169, -0.241, -0.659, 0.234, 0.198, 0.205, 0.208, 0.254, 0.223, 0.229, 0.229, -0.282, -0.855, 1.563, -1.093, 0.205, 0.229, 0.186],
  "smiles": "C#CC(=C)/C=C\\C.COP=O",
  "gap_ev": 8.6,
  "de_lowest_ev": 2.279,
  "total_energy_ha": -803.14091,
  "charge": 0,
  "homo_energy_ev": -8.7,
  "max_force_ev_per_a": 4.5,
  "molar_mass_da": 170.15
}